Record 1
Molecular formula: C45H54LiO21S
Method: DFT, ωB97M-V with the def2-TZVPD basis set

The geometry in XYZ format:
```
122
Properties=species:S:1:pos:R:3:forces:R:3
C -1.931 -2.648 1.618 0.22 2.16 -0.49
O -1.056 1.634 2.867 -4.39 1.80 8.13
O -0.572 -2.349 -2.740 1.81 0.65 -0.59
Li 3.414 0.810 1.113 -1.11 -0.11 -0.60
C 0.860 -1.474 4.141 -2.01 -1.35 0.49
C -1.731 4.404 1.013 -0.05 0.93 -0.30
C 2.677 5.439 -3.371 -0.87 -0.94 1.63
H 4.703 -3.830 -1.262 -0.28 -1.01 0.43
C 1.614 -0.721 -4.372 -2.73 -0.91 0.65
C -0.498 4.831 1.587 -5.33 4.93 3.07
C 4.153 3.924 -4.605 -2.37 -1.05 4.22
C 2.241 -2.232 5.956 0.79 2.08 -1.43
O -5.494 -4.858 -3.355 1.32 1.28 0.62
C -1.003 -3.265 0.829 4.02 -2.14 -2.21
H -1.373 -0.095 -3.303 -1.88 2.57 -1.17
H 2.056 -0.778 -5.317 2.20 -1.34 -1.06
O 5.298 3.827 -5.178 0.85 6.59 -4.57
H 2.260 -4.491 3.147 1.29 0.79 -2.14
H -0.800 2.921 0.311 -0.93 -0.13 -0.37
C -2.884 5.220 1.077 2.32 1.58 2.34
H -1.160 -4.391 -4.448 2.66 -0.74 -1.25
H 1.844 -2.396 1.592 1.96 -1.07 0.20
H -0.497 -7.035 1.548 -1.43 1.60 1.84
S 0.534 0.557 -0.258 -1.49 3.67 -4.31
C -1.405 -5.263 2.060 3.69 -3.76 -2.21
H -1.308 -0.745 1.280 -1.60 -1.41 0.11
H 0.424 4.610 1.418 5.26 -3.18 -1.54
H -4.435 2.356 -0.419 0.09 -0.54 0.76
C 3.393 -2.948 0.161 0.11 -4.48 1.32
H 4.461 3.044 1.640 -1.16 1.65 0.32
H 3.401 4.383 0.614 0.19 -1.75 2.30
H 5.632 3.058 -5.001 3.25 -6.92 1.27
C -2.378 -4.703 2.767 -3.43 0.00 3.32
H -6.155 1.491 -4.208 -4.15 0.29 -2.41
C -1.845 -4.026 -3.797 -5.43 1.75 2.28
C 3.687 2.748 -3.899 -1.52 3.95 -0.80
C 2.104 4.275 -2.668 1.08 0.58 -1.22
C -4.266 1.199 -4.010 5.94 -0.48 -1.04
C 3.467 3.329 1.156 3.58 1.43 -2.38
H 3.778 0.402 4.176 -1.09 -0.98 0.42
C 2.896 -4.272 2.170 -1.03 -0.21 0.98
O 2.255 -1.160 -3.189 -0.96 1.60 1.70
C 1.052 -2.261 5.279 3.85 3.89 -1.84
C -0.649 -4.636 1.061 1.14 1.04 0.06
O -1.739 3.245 0.317 0.71 0.04 0.10
C 4.347 -5.261 0.450 -1.22 2.80 0.64
H 0.845 0.218 2.098 -3.75 -1.33 -2.20
C -2.842 -2.312 -2.268 -4.22 -9.10 -5.11
H 3.966 1.756 -4.262 -0.01 0.19 0.61
H -3.022 0.512 3.517 1.19 -2.09 0.09
C -1.780 -2.835 -2.977 0.17 -1.71 -0.08
C -5.559 1.790 -2.132 3.22 0.78 -0.75
C 4.143 -4.132 -0.355 -0.04 3.22 1.12
O -1.015 -6.612 2.325 0.37 -0.51 -1.17
H 2.399 6.508 -3.073 0.21 -1.82 -0.51
H -0.146 -1.808 3.683 1.84 1.49 -0.12
H 3.230 -3.201 7.277 7.50 0.07 3.15
C -4.118 -3.026 -2.298 2.79 -1.66 -3.54
H -3.412 -2.860 3.119 -0.16 0.39 0.26
O -0.192 0.381 0.956 -2.29 -0.49 1.53
C 3.147 -1.253 5.512 3.99 -0.05 2.42
O -1.448 7.906 3.293 -0.45 0.76 2.83
O 1.852 0.124 -0.021 6.35 -1.24 1.65
H 0.390 -5.193 0.661 -3.22 1.79 0.76
H -6.561 2.419 -0.714 -0.69 0.14 -1.49
H -3.697 7.078 2.066 1.04 -0.70 -0.42
H -3.015 -5.361 3.600 1.91 1.90 -2.44
O 0.022 -0.290 -1.318 -0.94 0.37 -0.66
H -1.970 1.265 -1.270 -4.03 1.02 -1.25
H 0.363 6.444 2.887 1.40 -0.04 0.32
C -2.545 1.366 3.099 2.73 0.13 -3.48
H 2.986 -6.332 3.091 -0.69 0.07 1.07
O 1.511 0.326 2.694 6.19 1.00 3.81
H -2.921 1.498 2.094 -0.73 0.04 -0.08
H 2.637 -1.062 0.045 1.06 -2.77 -2.79
H -5.544 -5.008 -4.302 -0.12 -0.08 -0.03
H 0.489 -3.033 5.362 -4.11 -4.73 1.13
H 0.581 -1.107 -4.619 0.84 -0.55 0.93
H -3.217 -5.601 -4.398 -0.13 0.24 -0.20
O 2.466 -3.143 6.902 -7.53 -0.68 -2.37
H 4.220 -1.231 6.091 -2.67 0.02 -1.38
H 3.313 2.949 -0.674 -0.94 0.48 -2.56
O 0.640 2.021 -0.633 -1.04 -2.03 0.79
H -3.856 0.949 -5.090 -2.13 0.46 1.77
O 3.526 -6.500 2.342 1.71 -1.05 -0.76
H -0.468 -1.568 -2.141 -0.43 -0.65 -0.16
O -6.684 2.370 -1.706 -0.87 0.13 3.14
H 4.274 6.138 -4.566 -0.35 -1.19 -0.29
C 2.746 -3.113 1.414 -1.64 1.26 -0.74
H 1.857 -0.675 -2.317 1.05 -1.76 -3.44
H -1.245 7.613 4.272 -0.71 0.52 -3.21
C -4.353 1.749 -1.308 -2.23 1.17 -1.23
C 2.671 3.028 -2.937 1.21 -1.00 -2.00
C 1.786 -0.527 3.742 -0.87 1.22 -0.88
C 3.720 5.214 -4.274 -0.71 0.98 0.69
H 5.157 -5.885 0.283 0.91 -1.71 -0.77
O -1.899 0.650 -3.826 1.36 -1.65 0.95
O 3.211 -1.885 -0.559 -1.03 3.60 1.16
C -5.469 1.622 -3.512 3.78 -1.43 2.31
C 3.685 -5.305 1.690 -1.27 0.01 -0.09
O 1.092 4.383 -1.780 0.03 1.87 0.00
H 2.675 3.043 1.752 -2.03 0.02 1.40
C -4.247 -4.140 -3.180 0.62 -0.29 0.26
C -2.625 -3.333 2.570 -0.65 -1.55 0.54
H -5.065 -2.846 -1.943 -1.64 1.52 1.70
C -1.637 6.833 2.439 4.10 -1.47 2.66
O 3.573 2.442 0.049 0.57 -1.74 1.44
H -0.781 1.332 2.093 0.94 -2.16 -5.14
H 1.394 0.281 -4.452 -0.31 3.02 0.97
H -2.961 2.041 3.733 -0.41 3.09 1.57
C -3.118 1.452 -1.834 4.16 -1.88 -0.98
H -0.306 -2.756 0.038 -1.79 -0.44 1.59
C 2.989 -0.353 4.460 -0.82 -0.66 -0.30
H -3.843 4.967 0.689 -0.29 -0.39 -0.41
C -0.462 6.007 2.407 -3.55 -1.27 -3.14
C -3.136 -4.649 -3.878 1.40 1.03 0.74
H 2.328 2.095 -2.583 -1.12 -0.48 1.20
H 0.613 3.580 -1.541 0.44 -0.76 -0.26
C -3.032 1.138 -3.223 -2.51 -0.60 1.23
O -2.149 -1.300 1.483 0.71 0.72 -0.06
C -2.774 6.461 1.876 -3.53 -1.50 -2.00
H -2.765 -1.574 -1.721 1.02 7.33 5.42
```
Positions in Å, forces in eV/Å.

spin multiplicity = 1
charge = -1
max |F| = 11.26 eV/A
frontier orbital gap = 6.49 eV
E_HOMO = -5.33 eV
energy = -3732.5520 Ha

Record 2
Molecular formula: C45H56Cl2SSb2SiTi
Method: DFT, ωB97M-V with the def2-TZVPD basis set

The geometry in XYZ format:
```
108
Properties=species:S:1:pos:R:3:forces:R:3
H -3.922 -0.872 -3.493 0.03 0.04 -0.05
C -1.083 3.760 0.591 -0.29 0.45 -0.53
C -3.220 -2.704 0.855 0.00 0.15 0.02
C 7.302 -1.196 -0.477 0.02 -0.01 -0.08
C -2.040 5.132 -1.093 0.11 -0.17 0.28
H -4.653 2.028 0.613 0.03 0.04 0.01
C 0.609 -1.200 -2.054 0.11 0.21 0.52
H -2.203 7.203 -0.623 -0.06 -0.02 0.00
H -3.109 2.001 1.459 0.04 0.09 0.03
H 5.140 5.746 2.457 -0.01 0.01 -0.01
H 4.320 3.713 -1.970 0.04 0.05 -0.02
H -2.620 -0.210 -2.504 0.01 0.02 -0.16
H -1.548 -3.714 1.849 0.01 -0.02 0.02
H -6.349 0.249 1.055 -0.05 -0.04 0.04
C -1.901 6.229 -0.264 0.02 0.07 -0.02
C 2.026 -3.980 1.350 0.00 0.06 0.04
H 4.183 -0.906 -1.755 -0.04 -0.09 0.00
C -1.640 3.844 -0.687 0.03 0.12 0.11
H -4.605 2.237 2.363 0.02 0.02 0.03
Ti -1.279 0.475 -0.425 -0.44 0.01 -0.85
H 4.239 -6.391 0.499 0.00 0.00 0.00
H -1.278 6.942 1.659 0.03 0.00 0.01
C 7.343 -0.020 0.263 0.05 0.02 0.03
H 5.837 6.933 0.405 0.00 0.00 0.00
H -1.588 -1.981 2.177 0.03 -0.02 0.04
C 4.118 3.478 0.154 -0.13 -0.22 -0.03
C 3.287 0.961 1.996 -0.43 -0.17 -0.10
C 0.257 -2.030 -4.295 -0.04 -0.09 0.08
C 3.600 -5.524 0.402 0.01 -0.01 0.02
H 8.158 -1.858 -0.490 0.01 0.01 0.00
H 1.427 -3.663 2.196 0.02 -0.05 0.03
H -6.171 -1.498 -2.373 0.00 -0.02 -0.03
C 5.351 5.968 0.334 0.05 0.02 0.03
H -0.525 4.716 2.430 0.01 -0.07 -0.02
H -6.163 0.355 2.809 -0.05 0.01 -0.01
H -1.815 -3.161 -0.777 -0.01 -0.04 -0.08
Cl -2.730 5.353 -2.659 -0.03 0.07 -0.09
C 0.238 0.062 -2.507 0.15 -0.16 0.13
H 8.237 0.235 0.818 -0.01 0.02 0.00
H 0.186 0.901 -1.815 0.75 0.31 -0.39
H 2.913 -5.599 2.435 0.00 0.00 0.00
C -2.213 -2.862 2.024 -0.01 0.01 -0.03
C -4.284 0.185 1.747 -0.02 -0.05 -0.18
H 6.140 -2.416 -1.804 0.00 0.00 0.00
C -5.777 -0.130 1.904 0.11 -0.03 -0.09
H 0.999 -1.555 2.614 -0.16 -0.04 -0.13
H -5.966 -1.199 1.988 -0.08 0.06 0.03
Si -3.363 -0.798 0.306 -1.03 -0.64 0.35
H 2.673 1.618 2.616 0.01 0.12 -0.10
C -1.368 6.083 1.009 -0.03 0.01 -0.07
H -2.732 -3.051 2.966 0.01 0.02 0.01
H -3.734 -1.164 3.370 0.05 0.01 0.07
C -4.409 -0.739 -1.373 -0.04 0.01 0.19
H -3.984 0.511 3.869 0.00 0.03 0.01
C 4.504 4.158 -0.998 0.01 0.01 0.02
H 2.651 -3.234 -1.892 0.05 0.04 0.03
H -5.443 0.740 -2.576 -0.01 -0.03 -0.02
H -5.294 -3.324 0.524 -0.02 -0.01 0.11
C -3.581 -0.127 3.074 -0.05 -0.06 -0.13
H -6.207 -1.717 -0.621 -0.06 -0.03 -0.06
H 4.329 1.071 2.297 -0.01 0.01 0.06
C 4.341 4.062 1.396 -0.01 -0.04 0.01
H -4.357 -4.409 1.546 0.00 -0.01 0.04
C 1.948 -3.288 0.143 -0.57 -0.11 -0.01
S -1.818 2.467 -1.720 -0.15 -0.02 -0.22
C -4.538 -3.353 1.309 0.01 0.03 -0.07
H -5.836 0.824 -0.857 0.00 0.06 -0.06
H -0.379 1.293 -4.146 0.01 -0.01 0.01
Cl -0.510 2.195 1.110 0.51 0.08 0.86
H -3.495 -3.595 -1.114 0.10 -0.04 -0.04
C 5.068 -0.665 -1.176 -0.04 -0.03 -0.02
C -0.951 4.838 1.443 0.14 -0.06 0.23
C 2.826 -0.487 2.197 -0.14 -0.05 -0.03
H -0.307 -0.582 -5.780 0.03 0.00 -0.01
C 4.961 5.302 1.486 -0.03 0.04 0.03
H 4.074 -5.211 -1.663 0.02 0.05 0.00
H 0.729 -3.275 -2.624 -0.03 0.02 -0.08
C 3.510 -4.856 -0.809 0.07 -0.04 0.02
H -4.944 -2.883 2.204 0.02 -0.04 0.00
C -0.083 0.297 -3.839 -0.12 0.07 -0.05
C -5.559 -1.746 -1.498 0.10 0.06 -0.01
H 3.460 -1.158 1.607 -0.05 -0.06 0.04
C 6.239 0.818 0.299 0.00 0.02 0.01
C 1.331 -0.768 1.930 0.77 0.32 -0.55
H 2.998 -0.747 3.248 0.13 -0.03 -0.04
C 5.123 5.396 -0.910 0.00 0.01 -0.02
H 0.249 -2.863 -4.988 -0.01 0.00 -0.01
H -2.505 0.061 3.005 0.01 -0.03 0.06
C -0.055 -0.751 -4.741 0.01 0.09 0.02
C -3.417 -0.966 -2.525 -0.09 -0.05 0.20
H -2.541 -4.577 -0.008 0.03 -0.01 0.02
H 0.716 0.106 2.143 -0.02 0.00 0.03
H 6.274 1.735 0.879 0.03 -0.02 0.03
H -5.198 -2.766 -1.636 -0.10 -0.01 0.06
H 5.428 5.915 -1.809 -0.01 0.00 -0.01
H 4.030 3.550 2.299 0.06 0.03 0.01
Sb 3.226 1.542 -0.093 0.20 -0.04 0.08
C 0.553 -2.260 -2.960 0.01 -0.12 -0.05
C -2.733 -3.549 -0.336 -0.11 0.11 0.06
C 2.858 -5.080 1.486 0.02 -0.02 0.01
H -2.951 -1.952 -2.483 0.05 0.04 -0.03
C 6.170 -1.510 -1.212 0.02 -0.03 0.00
C 5.084 0.489 -0.402 -0.30 0.09 -0.02
Sb 0.482 -1.709 0.082 0.73 -0.29 0.45
C -4.153 1.699 1.522 -0.12 -0.12 -0.06
C 2.692 -3.742 -0.938 0.10 0.13 -0.05
C -5.025 0.654 -1.566 0.01 -0.13 0.07
H -4.285 1.441 -1.449 0.00 0.14 -0.02
```
Positions in Å, forces in eV/Å.

spin multiplicity = 3
max |F| = 1.26 eV/A
frontier orbital gap (alpha / beta) = 6.87 / 6.85 eV
E_HOMO (alpha / beta) = -7.10 / -7.09 eV
energy = -4686.2241 Ha
energy relative to the best compared isomer or geometry (same formula, charge and spin) = 17.5 kcal per mole

Record 3
Molecular formula: C45H58N7O3P2SeTi
Method: DFT, ωB97M-V with the def2-TZVPD basis set

The geometry in XYZ format:
```
117
Properties=species:S:1:pos:R:3:forces:R:3
H 2.040 -6.107 0.432 -0.08 0.78 0.57
P 2.449 -0.538 1.072 -0.52 1.09 1.66
H -4.527 -2.471 3.412 0.34 0.34 -0.52
H -4.172 2.985 -3.737 -1.62 0.39 -0.24
C 2.770 0.855 -1.350 -0.37 0.93 -0.60
C -0.164 4.316 -4.364 0.47 -1.26 -0.88
C -3.265 2.643 -4.139 1.03 -0.27 -0.26
H -2.890 -2.598 -0.185 -0.92 -0.50 -0.05
H 0.925 -3.073 -4.479 0.12 -0.21 -0.43
H -3.931 0.326 -1.120 0.14 -1.37 -0.34
H -0.484 4.741 -5.264 -0.80 1.25 -0.93
C 0.532 4.344 -2.110 0.20 -0.29 1.61
C -0.836 2.000 3.774 0.69 -1.28 -0.35
H 2.290 0.170 -2.070 0.00 0.17 0.51
H -0.267 -7.447 -1.845 0.33 0.69 0.25
C -2.666 1.776 -3.069 1.30 -0.48 1.22
C 2.472 -2.849 -0.369 0.39 -0.30 -0.05
C -1.264 -5.136 -0.521 -0.99 0.80 -0.77
C -1.595 2.646 4.791 1.36 1.78 2.21
H -3.080 0.794 -3.149 -0.44 -0.84 -0.11
H 4.995 -1.565 1.654 0.26 -0.25 -0.58
H 2.050 0.723 3.725 1.18 -0.11 -0.02
H -2.372 3.238 4.389 -0.66 0.77 -0.80
H -2.343 -5.295 -0.806 1.08 -0.26 0.52
C -2.961 2.155 -1.564 1.41 -0.69 1.38
C 3.955 5.397 1.660 -0.85 -0.99 0.60
H 3.530 1.413 -1.888 0.00 0.16 -0.47
H 2.566 -4.639 -1.534 -0.12 0.24 1.76
H -2.671 3.533 -4.266 0.23 0.29 -0.33
N -0.834 -1.429 0.815 -0.25 0.92 1.25
C 4.753 -0.998 2.526 1.35 -0.59 0.30
H -5.804 2.752 -1.087 -0.05 0.02 -0.30
O -1.961 3.882 2.110 -0.40 -1.30 -1.15
C 5.611 -1.034 3.611 -1.83 0.17 1.36
C 3.090 0.317 3.709 -0.19 -0.52 -0.10
C 3.553 -0.361 2.575 -2.40 0.71 -0.70
C 0.245 3.002 -4.537 1.76 -0.68 1.77
H 2.783 4.644 3.369 0.19 0.60 0.14
H -1.557 1.561 -3.197 -1.33 0.68 0.25
H 2.199 -2.607 3.056 0.10 -0.49 -0.43
H 4.461 6.151 2.205 0.49 0.65 0.27
C -0.078 -4.246 -2.502 0.47 0.77 -0.47
C 2.087 -4.440 1.898 -1.24 -2.89 0.95
C 2.121 -5.019 0.631 1.13 -0.24 -1.40
P 1.531 2.077 -0.679 0.14 0.94 0.27
H -0.357 6.025 -3.070 -0.14 -0.15 -0.05
H -0.901 3.387 5.416 -1.45 -1.78 -1.22
C 2.355 -2.326 0.907 0.98 0.82 0.36
C 0.988 3.032 -2.177 -0.48 -0.61 -0.56
H 3.753 3.842 -1.401 -0.09 0.94 0.74
Se -0.489 -2.432 -2.372 -0.05 -0.36 0.02
C 3.507 0.207 -0.213 0.27 -0.17 -0.24
H -1.667 -3.922 1.688 0.56 -0.24 0.08
H 1.801 -4.442 -5.189 1.45 -0.40 -0.37
C 3.505 4.170 -0.364 -0.49 -1.60 -0.36
N -2.845 3.984 0.065 -0.40 0.60 1.50
N -0.420 -5.226 -1.669 0.71 -2.23 -1.34
H -0.841 -5.775 0.222 -0.29 -0.56 0.65
H -4.531 -3.007 0.654 0.39 -1.15 -0.03
C -2.909 -2.206 1.934 -0.64 2.14 0.11
H -3.300 4.768 0.480 -0.35 0.90 -0.31
C -2.148 3.319 1.012 1.80 0.51 1.25
H -1.188 -4.109 -0.213 -0.01 0.37 0.34
C 0.826 2.379 -3.396 -0.41 -1.57 -0.21
H 4.270 -0.437 -0.659 0.10 -0.17 0.48
H 1.160 -6.857 -4.052 0.02 0.16 -0.08
H 2.629 -2.293 -1.307 -0.18 0.17 0.87
C 3.923 0.308 4.834 0.39 -0.13 -1.54
N 0.669 -4.821 -3.504 -0.90 0.37 0.17
O -1.162 0.620 -0.906 -0.59 1.07 -0.62
H -1.457 -0.986 2.671 0.87 0.06 1.25
C -5.549 1.761 -1.459 0.85 -0.55 0.35
C -1.819 1.673 -0.661 0.26 -1.11 0.91
C 5.130 -0.384 4.785 1.08 -0.21 -0.70
C 2.250 -3.119 2.084 -0.32 2.47 -1.14
C -3.659 -2.375 0.575 0.45 1.26 0.51
N -0.219 1.297 3.097 -0.29 0.67 0.07
C 4.243 5.104 0.345 -0.52 -0.20 -1.60
C 2.485 3.410 0.258 0.99 -0.78 -0.57
H 0.643 4.783 -1.128 -0.13 0.66 -0.09
H 4.948 5.612 -0.284 0.61 0.51 0.40
H -2.091 1.914 5.423 0.40 -0.16 0.24
H 1.563 3.012 2.160 0.23 -0.14 -0.01
H 5.778 -0.393 5.649 -0.07 0.03 0.21
C 2.340 3.555 1.628 -0.49 1.56 0.24
C -3.845 -1.676 3.035 -1.67 0.05 -0.80
H -4.201 1.443 0.179 0.43 0.11 -0.30
C 2.457 -4.218 -0.478 -0.86 -1.68 -1.32
H 0.124 -4.310 -5.472 -0.47 -0.05 0.04
N -1.564 2.170 0.592 -0.10 -0.37 -0.71
H -1.842 -3.349 3.402 0.72 0.26 0.37
C 0.903 -4.137 -4.741 -0.52 1.27 0.20
C -4.145 1.337 -0.917 -1.47 1.45 -0.38
C -2.282 -3.448 2.430 -1.49 -1.50 -0.17
H 6.438 -1.733 3.628 0.28 0.49 0.02
H -3.149 -4.098 2.609 0.34 -0.46 -0.12
C 0.698 -6.178 -3.356 -0.34 -0.56 1.25
H 0.331 2.475 -5.500 -0.61 0.47 0.50
H -6.297 1.067 -1.093 -0.11 -0.16 0.18
C 3.005 4.614 2.313 -0.24 -1.62 -0.73
H -4.502 -0.866 2.600 0.81 -0.63 0.74
H -4.197 -1.464 0.244 0.88 0.14 0.40
H -5.593 1.709 -2.544 0.03 0.26 -0.08
O -3.925 4.285 -1.798 -1.96 2.08 -1.93
H 3.697 0.943 5.646 -0.34 0.18 1.11
H 3.986 1.051 0.293 0.30 -0.35 0.27
H 1.797 -5.084 2.761 0.56 0.47 -0.66
C -0.066 4.985 -3.167 0.29 0.39 0.19
H -1.263 -1.573 -0.087 0.03 0.12 -0.33
Ti -0.048 0.666 0.970 0.16 -0.28 -0.44
H -0.281 -2.234 1.039 0.27 -0.73 0.22
H -3.344 2.083 -5.088 -0.13 0.42 0.45
H -3.337 -1.351 3.936 0.38 0.38 -0.01
C 0.058 -6.463 -2.193 -0.58 0.21 -0.36
C -3.270 3.565 -1.138 0.94 -1.41 -0.98
N -1.870 -1.132 1.790 -0.81 -0.41 -2.21
H 1.025 1.276 -3.353 0.02 1.10 -0.71
```
Positions in Å, forces in eV/Å.

spin multiplicity = 3
charge = +1
max |F| = 3.45 eV/A
frontier orbital gap (alpha / beta) = 7.23 / 8.03 eV
E_HOMO (alpha / beta) = -8.93 / -9.79 eV
energy = -6292.0284 Ha
energy relative to the best compared isomer or geometry (same formula, charge and spin) = 29.5 kcal per mole